Entry 1:
{
  "formula": "C18H24F5N11O3STeTi",
  "method": "ωB97M-V with the def2-TZVPD basis set",
  "homo_ev": -14.0,
  "mol_weight_g_mol": 744.99,
  "de_lowest_ev": 2.897,
  "homo_lumo_gap_ev": 6.711,
  "total_energy_ev": -96407.9824,
  "max_force_ev_per_a": 3.59,
  "charge": 2,
  "multiplicity": 1,
  "elements": ["Ti", "C", "C", "N", "C", "S", "N", "N", "C", "C", "C", "C", "C", "C", "C", "N", "H", "H", "H", "H", "H", "H", "H", "H", "H", "H", "H", "H", "H", "N", "C", "N", "C", "N", "C", "C", "N", "C", "C", "N", "H", "H", "H", "H", "H", "C", "O", "C", "O", "N", "N", "H", "H", "H", "H", "H", "H", "F", "Te", "F", "F", "F", "F", "O"],
  "coordinates": [[0.283312, 0.276330, 0.297774], [1.940599, -4.419743, 3.830192], [0.548551, -4.066048, 3.330051], [0.544934, -3.621291, 1.924583], [0.882980, -2.407931, 1.536147], [0.876427, -2.020603, -0.192545], [1.274610, -1.524264, 2.430338], [1.427496, -0.280070, 1.900441], [2.023930, 0.621271, 2.605837], [2.572580, 0.331495, 3.951564], [2.110969, 1.939875, 1.942651], [2.742974, 3.033696, 2.486671], [2.792188, 4.218300, 1.759104], [2.211141, 4.267956, 0.505245], [1.586202, 3.132566, 0.026892], [1.534107, 1.994448, 0.724325], [1.889327, -4.716557, 4.878867], [2.609783, -3.562405, 3.745926], [2.361507, -5.250501, 3.261994], [0.111633, -3.268143, 3.926028], [-0.111306, -4.928245, 3.380354], [0.290667, -4.279558, 1.207382], [2.911049, -0.700495, 3.990790], [1.781074, 0.435841, 4.701001], [3.392167, 0.996703, 4.213571], [3.194203, 2.969510, 3.466623], [3.286319, 5.089660, 2.170173], [2.234109, 5.167423, -0.094253], [1.116849, 3.125813, -0.946754], [-2.516730, -1.703115, -3.696210], [-2.722471, -1.855095, -2.404017], [-1.799373, -1.158808, -1.739925], [-1.020391, -0.591941, -2.754517], [-1.455196, -0.929304, -3.939782], [0.319937, 0.088085, -2.750358], [0.888401, 0.374233, -3.995977], [2.162261, 0.705819, -4.136539], [2.917430, 0.739051, -3.039426], [2.367232, 0.572433, -1.791085], [1.059774, 0.279735, -1.651464], [-3.041437, -2.098160, -4.462259], [-3.513854, -2.441583, -1.967383], [0.285972, 0.306410, -4.890449], [3.977550, 0.920871, -3.162526], [2.966626, 0.636483, -0.898263], [-3.453631, 3.952038, -1.071745], [-2.354830, 3.022717, -1.278608], [-1.696691, 2.536327, -0.271577], [-0.846712, 1.633295, -0.545350], [-1.845910, 3.033861, 0.943686], [-1.088006, 2.503727, 1.999632], [-3.869839, 4.125015, -2.054140], [-3.082525, 4.889379, -0.659687], [-4.206859, 3.493581, -0.432614], [-2.682989, 3.556439, 1.150727], [-1.685508, 1.884518, 2.540764], [-0.781828, 3.275414, 2.579939], [-3.088383, -1.727547, 2.079502], [-2.662747, -0.913544, 0.467822], [-4.337335, -1.485689, -0.058481], [-2.158877, -2.678082, 0.170678], [-3.380023, 0.493567, 1.526513], [-3.204724, 0.472476, -0.717769], [-1.037406, -0.401779, 1.241720]],
  "atomic_forces_ev_per_a": [[2.025, -0.403, -0.268], [0.017, 0.000, -0.048], [0.108, 0.026, -0.120], [0.024, -0.124, 0.074], [0.128, 0.060, -0.117], [0.285, 0.394, 0.287], [-0.005, 0.228, 0.216], [0.188, -0.309, 0.389], [0.079, 0.076, 0.045], [0.110, 0.091, 0.066], [0.010, -0.256, -0.084], [0.137, 0.228, 0.201], [0.048, 0.024, 0.088], [0.024, 0.099, 0.012], [0.000, -0.197, 0.013], [0.211, 0.212, 0.180], [0.001, 0.016, -0.061], [-0.021, -0.050, 0.021], [-0.003, 0.036, 0.029], [-0.040, 0.044, -0.001], [-0.057, -0.006, -0.007], [-0.042, -0.046, -0.016], [0.003, -0.016, 0.004], [0.025, -0.004, -0.023], [-0.036, -0.007, 0.008], [-0.006, 0.033, -0.037], [-0.008, -0.034, 0.000], [0.010, -0.034, 0.000], [-0.052, -0.022, -0.044], [-0.013, 0.055, -0.407], [0.418, 0.239, 0.325], [0.498, 0.135, -0.835], [0.028, -0.057, 0.518], [-0.234, -0.189, -0.044], [-0.146, -0.194, 0.158], [0.259, 0.086, -0.150], [-0.142, -0.077, 0.076], [-0.016, 0.113, -0.257], [-0.369, -0.186, -0.111], [-0.008, -0.021, -0.818], [-0.017, -0.036, -0.049], [-0.020, 0.016, -0.011], [0.042, -0.007, -0.018], [-0.019, 0.040, -0.002], [0.013, 0.029, 0.128], [0.126, -0.054, 0.082], [-0.193, -0.031, 0.064], [0.461, -0.273, -0.696], [-0.524, 0.770, -0.229], [-0.057, -0.021, 0.366], [-0.266, -0.204, -0.060], [0.002, -0.010, -0.090], [0.027, -0.005, 0.018], [-0.011, -0.035, 0.013], [-0.063, 0.141, 0.059], [-0.063, -0.077, 0.081], [0.030, 0.020, 0.026], [0.206, -0.303, 0.379], [-2.955, 0.002, 2.045], [-0.175, -0.328, -0.356], [0.517, -0.307, -0.476], [0.197, 0.458, 0.246], [0.570, 0.276, -0.463], [-1.269, -0.021, -0.321]]
}



Entry 2:
{
  "formula": "C70H52IIrN4O4P",
  "method": "ωB97M-V with the def2-TZVPD basis set",
  "homo_ev": -9.3,
  "mol_weight_g_mol": 1363.30,
  "de_lowest_ev": 0.000,
  "homo_lumo_gap_ev": 5.813,
  "total_energy_ev": -107806.8705,
  "max_force_ev_per_a": 2.42,
  "charge": 1,
  "multiplicity": 1,
  "elements": ["Ir", "C", "O", "C", "C", "C", "C", "C", "C", "C", "C", "C", "C", "C", "N", "C", "C", "C", "C", "C", "C", "C", "C", "C", "C", "O", "C", "C", "C", "C", "N", "C", "C", "C", "C", "C", "C", "O", "C", "C", "C", "C", "C", "C", "C", "N", "C", "C", "N", "C", "C", "C", "C", "O", "C", "C", "C", "H", "H", "H", "H", "H", "H", "H", "H", "H", "H", "H", "H", "H", "H", "H", "H", "H", "H", "H", "H", "H", "H", "H", "H", "H", "H", "H", "H", "H", "H", "H", "H", "H", "H", "H", "H", "I", "C", "C", "C", "C", "C", "C", "C", "C", "C", "P", "C", "C", "C", "C", "C", "C", "C", "C", "C", "C", "C", "C", "C", "H", "H", "H", "H", "H", "H", "H", "H", "H", "H", "H", "H", "H", "H", "H", "H"],
  "coordinates": [[-0.573625, 0.784748, 0.010813], [-6.708087, 4.942630, 6.580251], [-6.405749, 3.580534, 6.320255], [-5.543808, 3.305050, 5.313045], [-5.263081, 1.951183, 5.108479], [-4.397208, 1.573610, 4.104299], [-3.792570, 2.521844, 3.278418], [-4.072150, 3.860626, 3.494968], [-4.942490, 4.262211, 4.504486], [-2.830912, 2.101636, 2.212177], [-1.466632, 2.066881, 2.622860], [-1.017929, 2.442761, 3.933251], [0.308309, 2.194437, 3.974767], [0.681532, 1.664810, 2.698195], [-0.450836, 1.600247, 1.896350], [1.933229, 1.252920, 2.350481], [2.265073, 0.607600, 1.137215], [3.567801, 0.181870, 0.819555], [3.490678, -0.520477, -0.352580], [2.149687, -0.472598, -0.785694], [1.652252, -0.952661, -2.032962], [2.290973, -2.035595, -2.817894], [1.433985, -2.995727, -3.355070], [1.890380, -4.083314, -4.086873], [3.251563, -4.234142, -4.301891], [3.818324, -5.243132, -4.998778], [2.961854, -6.211148, -5.591914], [4.135376, -3.292007, -3.765683], [3.663638, -2.225417, -3.035189], [0.515739, -0.409745, -2.597918], [-0.462733, 0.321021, -1.944090], [-1.359762, 0.693203, -2.865875], [-2.664752, 1.174396, -2.590158], [-3.537466, 1.356356, -3.792945], [-4.113897, 0.261806, -4.438619], [-4.930401, 0.431796, -5.535834], [-5.180256, 1.716347, -6.028618], [-5.992253, 1.782223, -7.111591], [-6.311217, 3.067123, -7.626932], [-4.600820, 2.816340, -5.408191], [-3.788839, 2.623485, -4.293533], [-3.221036, 1.361573, -1.354118], [-4.702417, 1.371955, -1.257469], [-4.783948, 1.684360, 0.788931], [-3.309356, 1.765081, 0.982324], [-2.582907, 1.363417, -0.124151], [-0.914569, 0.319436, -4.174425], [0.222400, -0.393215, -4.003028], [1.392586, 0.224939, 0.135875], [3.029757, 1.478888, 3.324821], [3.701323, 0.414812, 3.928771], [4.703966, 0.638828, 4.847141], [5.073842, 1.947110, 5.174908], [6.074059, 2.066010, 6.077348], [6.491964, 3.374616, 6.440576], [4.418764, 3.018402, 4.576880], [3.400254, 2.770454, 3.666361], [-7.397393, 4.941839, 7.418625], [-7.186545, 5.412694, 5.717523], [-5.808947, 5.501369, 6.850092], [-5.733957, 1.220589, 5.752982], [-4.174202, 0.521029, 3.959803], [-3.606905, 4.611678, 2.865121], [-5.139339, 5.315032, 4.643213], [-1.647837, 2.822262, 4.719708], [0.977911, 2.332353, 4.809830], [4.453776, 0.385214, 1.393218], [4.331734, -0.944321, -0.864769], [0.378974, -2.925606, -3.151793], [1.176521, -4.802745, -4.460717], [3.611738, -6.898536, -6.123321], [2.271664, -5.743458, -6.297373], [2.399690, -6.755697, -4.830450], [5.194534, -3.414969, -3.947682], [4.388201, -1.511475, -2.686756], [-3.915580, -0.739302, -4.069233], [-5.386588, -0.411863, -6.037094], [-6.999974, 2.898710, -8.448251], [-5.418798, 3.575471, -7.998055], [-6.798223, 3.685674, -6.869808], [-4.767514, 3.818378, -5.772137], [-3.345476, 3.483368, -3.807694], [-5.209954, 1.188012, -2.197531], [-5.357491, 1.797498, 1.702473], [-1.414789, 0.570336, -5.093925], [0.858575, -0.812358, -4.763522], [3.427552, -0.603897, 3.680767], [5.220634, -0.181739, 5.326617], [7.295291, 3.243218, 7.158022], [5.676310, 3.933668, 6.903821], [6.867758, 3.921895, 5.573059], [4.687531, 4.038806, 4.804815], [2.893305, 3.608894, 3.200444], [-4.018932, 4.391779, -0.642578], [-5.167723, 2.582296, -0.409534], [-6.599692, 2.982159, -0.511165], [-7.622525, 2.138097, -0.422735], [-7.528444, 0.712604, -0.235460], [-6.452301, -0.065129, -0.080657], [-6.769758, -1.477790, 0.055512], [-5.854018, -2.414918, 0.218235], [-4.465715, -2.028287, 0.274116], [-4.025146, -0.776433, 0.170806], [-2.145369, -0.712112, 0.411830], [-1.948903, -1.210103, 2.174857], [-0.667911, -1.277691, 2.728816], [-0.497916, -1.656819, 4.047842], [-1.594485, -1.957470, 4.845196], [-2.868879, -1.889323, 4.315581], [-3.043440, -1.521197, 2.983585], [-1.674212, -2.231254, -0.561205], [-0.696802, -3.105666, -0.094282], [-0.427902, -4.287351, -0.778272], [-1.112296, -4.592079, -1.944243], [-2.044764, -3.691194, -2.448320], [-2.323080, -2.524753, -1.759115], [-5.008819, 0.392452, -0.065527], [-6.811752, 4.030807, -0.655031], [-8.621953, 2.544784, -0.504660], [-8.478934, 0.193721, -0.226471], [-7.816411, -1.749529, 0.019086], [-6.127601, -3.454866, 0.315611], [-3.748125, -2.821758, 0.433236], [0.215585, -1.033846, 2.151251], [0.503244, -1.704041, 4.458423], [-1.451711, -2.239348, 5.880973], [-3.731203, -2.115653, 4.928853], [-4.037243, -1.458135, 2.587753], [-0.159476, -2.896459, 0.816386], [0.314472, -4.972777, -0.389075], [-0.909143, -5.518448, -2.466202], [-2.571265, -3.906986, -3.369810], [-3.085336, -1.849903, -2.143309]],
  "atomic_forces_ev_per_a": [[-0.516, 0.327, 0.178], [0.015, -0.029, -0.030], [0.002, 0.029, -0.002], [-0.028, -0.048, 0.046], [-0.004, 0.094, -0.017], [0.014, -0.120, 0.059], [-0.032, 0.018, 0.032], [-0.009, 0.025, -0.068], [0.001, 0.011, -0.015], [0.249, -0.081, 0.075], [-0.363, 0.089, -0.003], [-0.101, 0.058, 0.087], [0.050, 0.052, 0.235], [-0.271, 0.109, 0.030], [0.207, -0.298, -0.402], [0.261, -0.182, -0.249], [-0.073, -0.094, 0.089], [0.020, -0.127, -0.150], [0.126, 0.035, 0.128], [-0.239, -0.128, 0.065], [-0.067, 0.219, -0.088], [0.113, -0.122, 0.115], [0.106, -0.111, 0.055], [-0.053, 0.027, 0.038], [0.174, -0.066, -0.045], [-0.062, 0.004, -0.002], [0.039, 0.111, 0.057], [-0.067, -0.009, -0.009], [0.033, 0.077, -0.129], [0.009, 0.090, 0.088], [0.164, -0.066, -0.037], [-0.163, 0.068, -0.028], [0.018, 0.015, 0.095], [-0.034, 0.060, -0.023], [-0.001, -0.064, -0.020], [-0.004, 0.032, -0.042], [-0.060, -0.017, -0.081], [0.011, 0.028, 0.056], [0.035, -0.050, 0.057], [0.006, -0.049, 0.048], [0.005, -0.026, 0.020], [-0.026, -0.264, 0.036], [-0.243, 0.139, -0.105], [-0.168, 0.116, 0.186], [-0.228, -0.213, 0.250], [1.325, 1.898, -0.700], [0.063, -0.046, -0.083], [-0.014, -0.070, -0.112], [0.023, 0.260, -0.109], [0.046, 0.078, 0.049], [0.010, -0.091, 0.043], [0.008, 0.094, 0.005], [0.036, -0.048, 0.033], [-0.005, 0.037, -0.002], [-0.027, -0.061, -0.059], [0.031, -0.033, 0.034], [-0.032, 0.100, -0.069], [-0.004, 0.000, 0.004], [0.006, -0.003, 0.005], [0.000, 0.002, 0.000], [-0.002, 0.006, -0.003], [-0.022, 0.142, 0.016], [-0.026, -0.032, 0.022], [-0.005, 0.000, 0.006], [0.002, 0.026, -0.021], [-0.030, 0.001, -0.088], [0.017, 0.009, 0.046], [-0.070, -0.160, -0.026], [-0.079, 0.085, -0.055], [-0.002, -0.007, -0.021], [0.005, -0.011, 0.001], [-0.005, -0.002, 0.000], [-0.012, -0.009, 0.005], [-0.008, 0.003, -0.004], [0.036, 0.153, 0.032], [-0.022, 0.019, -0.020], [0.006, 0.009, 0.008], [0.005, -0.014, -0.022], [0.008, 0.008, 0.000], [0.004, 0.002, 0.012], [-0.017, 0.028, -0.019], [0.003, 0.018, 0.016], [0.018, 0.046, 0.021], [0.042, 0.017, -0.037], [0.021, -0.019, -0.005], [-0.011, -0.027, -0.011], [-0.013, 0.003, -0.018], [0.000, 0.009, 0.001], [0.002, -0.003, 0.016], [-0.005, 0.007, 0.006], [-0.006, 0.003, 0.002], [0.010, 0.006, 0.011], [0.018, -0.043, 0.024], [0.023, 0.025, -0.008], [0.007, 0.108, -0.099], [0.024, 0.021, 0.001], [-0.089, 0.040, -0.009], [-0.549, 0.369, -0.079], [0.302, -0.518, 0.100], [-0.427, 0.290, -0.029], [0.327, -0.490, 0.075], [0.041, -0.436, 0.095], [0.489, 0.570, -0.263], [-0.177, -2.293, 0.521], [-0.186, -0.001, -0.036], [0.037, -0.064, 0.031], [0.075, -0.003, 0.075], [0.086, -0.026, 0.131], [0.008, 0.045, -0.291], [0.361, -0.010, 0.171], [0.016, 0.237, 0.190], [-0.060, -0.053, -0.126], [-0.023, 0.035, 0.036], [-0.063, 0.056, 0.029], [0.042, -0.165, -0.011], [-0.117, 0.287, -0.137], [0.000, -0.097, 0.117], [0.012, 0.045, -0.010], [-0.020, 0.013, -0.006], [-0.042, 0.027, -0.004], [-0.048, 0.055, -0.014], [0.061, -0.057, 0.005], [-0.035, -0.089, 0.035], [-0.114, 0.036, -0.105], [-0.021, 0.000, 0.014], [0.012, 0.006, -0.026], [-0.011, 0.003, -0.009], [-0.285, 0.009, -0.072], [0.044, 0.029, 0.130], [-0.005, 0.027, -0.004], [-0.011, 0.007, 0.000], [0.012, -0.002, 0.009], [0.135, -0.097, 0.064]]
}